1:
This record from OMol25 describes an isolated molecule of C3H4F2O. The level of theory is ωB97M-V with the def2-TZVPD basis set.

Structure (ORCA input):
```
! RIJCOSX wB97M-V def2-TZVPD def2/J DEFGRID3
* xyz 0 1
C 0.48 0.03 0.66
C -0.38 -0.72 -0.36
C -0.69 0.80 -0.22
O 1.82 0.40 0.45
F -1.40 -1.40 0.24
F -1.88 1.08 0.25
H 0.20 -0.14 1.68
H -0.02 -1.23 -1.25
H -0.38 1.38 -1.17
H 2.24 -0.18 -0.26
*
```

Values from the calculation:
LUMO = 0.02636 hartree
Structure (SMILES) = O[C@@H]1[C@@H](F)[C@H]1F
HOMO-LUMO gap = 10.38 eV



2:
This record from OMol25 describes a structure of composition C3H4F2O. The level of theory is ωB97M-V with the def2-TZVPD basis set.

Structure (ORCA input):
```
! RIJCOSX wB97M-V def2-TZVPD def2/J DEFGRID3
* xyz 0 1
C -0.37 -0.82 -0.39
C 2.11 0.40 0.40
C -1.47 0.10 0.14
O 0.84 -0.65 -0.41
F 3.14 0.36 -0.45
F 1.54 1.60 0.30
H -0.76 -1.80 -0.67
H -0.93 0.98 0.58
H -1.89 -0.50 1.03
H -2.20 0.33 -0.54
*
```

Values from the calculation:
LUMO = 0.00994 hartree
HOMO-LUMO gap = 8.98 eV



Which one sits at the top of the stability order? 1 does.



1:
This record from OMol25 describes an isolated molecule of C3H4F2O. The level of theory is ωB97M-V with the def2-TZVPD basis set.

Structure (ORCA input):
```
! RIJCOSX wB97M-V def2-TZVPD def2/J DEFGRID3
* xyz 0 1
C 1.09 0.15 -0.49
C -0.33 -0.55 -0.30
C -1.13 0.18 0.62
H 1.67 0.04 -1.45
H -0.33 -1.72 -0.20
H -0.83 1.11 1.35
H -1.65 -0.62 1.20
O -1.34 0.31 -0.79
F 2.08 -0.30 0.15
F 0.77 1.41 -0.08
*
```

Values from the calculation:
LUMO = 0.03720 hartree
Structure (SMILES) = FC(F)[C@H]1CO1
HOMO-LUMO gap = 11.79 eV



2:
This record from OMol25 describes an isolated molecule of C3H4F2O. The level of theory is ωB97M-V with the def2-TZVPD basis set.

Structure (ORCA input):
```
! RIJCOSX wB97M-V def2-TZVPD def2/J DEFGRID3
* xyz 0 1
C 0.14 0.16 -0.64
C 0.22 0.55 0.76
C -0.26 -0.92 0.44
H -0.99 1.15 -1.90
H 1.12 -0.20 -1.17
H -0.15 1.42 1.47
H -1.30 -1.12 0.44
O -1.10 0.42 -1.23
F 1.56 0.39 1.21
F 0.76 -1.85 0.62
*
```

Values from the calculation:
LUMO = 0.02392 hartree
Structure (SMILES) = O[C@@H]1[C@@H](F)[C@H]1F
HOMO-LUMO gap = 10.52 eV



3:
This record from OMol25 describes an isolated molecule of C3H4F2O. The level of theory is ωB97M-V with the def2-TZVPD basis set.

Structure (ORCA input):
```
! RIJCOSX wB97M-V def2-TZVPD def2/J DEFGRID3
* xyz 0 1
C -1.75 0.75 -0.40
C -0.75 -0.10 -0.20
C 1.48 -0.31 0.47
O 0.32 0.37 0.55
F -0.71 -1.41 -0.44
F 2.13 -0.04 -0.69
H -2.76 0.42 -0.60
H -1.44 1.77 -0.33
H 1.28 -1.35 0.46
H 2.21 -0.10 1.17
*
```

Values from the calculation:
LUMO = 0.03503 hartree
Structure (SMILES) = C=C(F)OCF
HOMO-LUMO gap = 10.59 eV



Which one sits at the top of the stability order? 3 does.



1:
This record from OMol25 describes a cluster of 2 separate species, C3H9N3 in total. The level of theory is ωB97M-V with the def2-TZVPD basis set.

Structure (ORCA input):
```
! RIJCOSX wB97M-V def2-TZVPD def2/J DEFGRID3
* xyz 0 1
C 2.84 1.78 -0.30
C 1.88 0.97 -0.78
N 1.94 -0.36 -0.54
H 2.88 2.82 -0.72
H 3.56 1.40 0.35
H 1.00 1.37 -1.29
H 1.22 -1.00 -0.61
H 2.68 -0.76 -0.05
N -1.14 -0.97 0.76
C -2.29 -0.85 0.15
N -3.35 -0.45 0.72
H -1.31 -0.95 1.82
H -0.26 -1.07 0.29
H -2.29 -0.56 -0.92
H -4.16 -0.20 0.18
*
```

Values from the calculation:
LUMO = 0.02990 hartree
Structure (SMILES) = [H]/N=C/N.C=CN
HOMO-LUMO gap = 9.12 eV



2:
This record from OMol25 describes a cluster of 2 separate species, C3H9N3 in total. The level of theory is ωB97M-V with the def2-TZVPD basis set.

Structure (ORCA input):
```
! RIJCOSX wB97M-V def2-TZVPD def2/J DEFGRID3
* xyz 0 1
C 1.97 -0.52 -2.48
C -0.06 -0.56 -1.38
N 0.97 0.13 -1.65
H 1.61 -0.70 -3.49
H 2.18 -1.54 -2.10
H 2.91 0.02 -2.50
H -0.95 -0.14 -0.94
H 0.12 -1.65 -1.35
N -1.15 1.02 1.41
C -1.74 0.76 2.61
N -1.47 -0.25 3.35
H -1.05 1.96 1.06
H -0.43 0.39 1.09
H -2.42 1.53 2.98
H -0.48 -0.45 3.42
*
```

Values from the calculation:
LUMO = 0.03155 hartree
Structure (SMILES) = [H]/N=C\N.C=NC
HOMO-LUMO gap = 9.75 eV



Which one sits at the top of the stability order? 1 does.



1:
This record from OMol25 describes an isolated molecule of C3H9N3. The level of theory is ωB97M-V with the def2-TZVPD basis set.

Structure (ORCA input):
```
! RIJCOSX wB97M-V def2-TZVPD def2/J DEFGRID3
* xyz 0 1
C -0.23 0.65 -0.12
N -1.52 -0.31 -0.36
C 0.95 -0.22 -0.12
N -2.71 0.15 0.28
N 2.05 0.89 0.21
C 1.23 -1.51 -0.18
H -1.40 -1.30 -0.11
H -3.00 1.05 -0.09
H -2.59 0.25 1.29
H 2.95 0.43 0.38
H 2.17 1.52 -0.58
H -0.25 1.35 -0.95
H -0.38 1.16 0.84
H 0.46 -2.24 -0.39
H 2.25 -1.87 -0.11
*
```

Values from the calculation:
LUMO = 0.03756 hartree
Structure (SMILES) = C=C(N)CNN
HOMO-LUMO gap = 9.59 eV



2:
This record from OMol25 describes an isolated molecule of C3H9N3. The level of theory is ωB97M-V with the def2-TZVPD basis set.

Structure (ORCA input):
```
! RIJCOSX wB97M-V def2-TZVPD def2/J DEFGRID3
* xyz 0 1
C 1.17 -0.80 -0.43
C -0.11 -0.98 0.51
C -1.75 0.54 -0.38
N 1.65 0.55 -0.04
N 0.53 1.35 0.04
N -0.73 0.33 0.60
H 1.77 -1.63 -0.27
H 0.98 -0.60 -1.52
H -0.80 -1.82 0.22
H 0.39 -1.28 1.44
H -1.32 0.20 -1.36
H -2.62 -0.06 -0.10
H -2.01 1.57 -0.29
H 2.21 0.75 0.76
H 0.64 1.88 0.84
*
```

Values from the calculation:
LUMO = 0.04123 hartree
Structure (SMILES) = CN1CCNN1
HOMO-LUMO gap = 9.13 eV



Which one sits at the top of the stability order? 1 does.



1:
This record from OMol25 describes an isolated molecule of C3H9N3. The level of theory is ωB97M-V with the def2-TZVPD basis set.

Structure (ORCA input):
```
! RIJCOSX wB97M-V def2-TZVPD def2/J DEFGRID3
* xyz 0 1
C 1.00 -1.46 0.23
C -0.74 0.34 0.05
C 0.52 -0.09 -0.19
N -1.13 1.63 -0.23
N -1.73 -0.43 0.60
N 1.47 0.67 -0.86
H -1.56 -1.42 0.46
H -2.62 -0.18 0.19
H -1.87 1.90 0.42
H -0.36 2.27 -0.16
H 2.41 0.61 -0.46
H 1.18 1.61 -1.08
H 0.43 -1.88 1.06
H 2.04 -1.41 0.58
H 0.95 -2.16 -0.61
*
```

Values from the calculation:
LUMO = 0.03772 hartree
Structure (SMILES) = CC(N)=C(N)N
HOMO-LUMO gap = 7.41 eV



2:
This record from OMol25 describes a cluster of 2 separate species, C3H9N3 in total. The level of theory is ωB97M-V with the def2-TZVPD basis set.

Structure (ORCA input):
```
! RIJCOSX wB97M-V def2-TZVPD def2/J DEFGRID3
* xyz 0 1
C 0.99 -0.05 -1.53
C -0.22 0.26 1.80
N 1.70 0.18 -0.44
C -0.60 -0.43 0.53
N -0.92 0.48 -0.62
N -0.87 -1.67 0.50
H 2.27 1.02 -0.47
H -1.34 -1.99 -0.35
H -1.70 0.18 -1.20
H -0.96 1.47 -0.38
H 0.60 -1.05 -1.70
H 1.37 0.29 -2.50
H 0.52 1.04 1.62
H -1.09 0.72 2.26
H 0.24 -0.46 2.47
*
```

Values from the calculation:
LUMO = 0.03275 hartree
Structure (SMILES) = [H]/N=C(/C)N.C=N
HOMO-LUMO gap = 9.72 eV



Which one sits at the top of the stability order? 1 does.



1:
This record from OMol25 describes a cluster of 2 separate species, C4H13N2 in total. The level of theory is ωB97M-V with the def2-TZVPD basis set.

Structure (ORCA input):
```
! RIJCOSX wB97M-V def2-TZVPD def2/J DEFGRID3
* xyz 1 1
C 2.39 -0.15 1.41
N 1.64 0.14 2.54
C 1.73 0.52 0.11
N 0.50 0.07 -0.19
C -2.15 -0.61 -2.08
C -2.78 0.14 -0.92
H 2.59 -1.22 1.23
H 3.39 0.27 1.51
H 0.65 0.32 2.45
H 2.07 0.68 3.27
H 2.49 0.52 -0.70
H 1.60 1.58 0.36
H -2.74 -1.34 -2.63
H 0.50 -0.96 -0.09
H -1.25 -1.11 -1.70
H -1.89 0.13 -2.83
H -2.94 -0.51 -0.06
H -3.72 0.66 -1.09
H -2.07 0.89 -0.58
*
```

Values from the calculation:
LUMO = -0.32659 hartree
HOMO-LUMO gap = 5.69 eV



2:
This record from OMol25 describes a cluster of 2 separate species, C4H13N2 in total. The level of theory is ωB97M-V with the def2-TZVPD basis set.

Structure (ORCA input):
```
! RIJCOSX wB97M-V def2-TZVPD def2/J DEFGRID3
* xyz 1 1
N 0.32 -0.71 -0.51
C 1.49 0.18 -0.24
C 1.05 1.60 0.07
N 2.26 2.38 0.34
H -0.30 -0.81 0.32
H -0.24 -0.40 -1.31
H 0.55 -1.67 -0.75
H 1.99 -0.24 0.64
H 2.17 0.14 -1.09
H 0.55 1.98 -0.81
H 0.35 1.63 0.93
H 1.98 3.35 0.46
H 2.65 2.08 1.23
C -2.53 -1.06 0.53
C -2.34 -2.10 -0.29
H -2.35 -0.02 0.25
H -2.88 -1.24 1.53
H -2.11 -1.97 -1.34
H -2.60 -3.11 0.02
*
```

Values from the calculation:
LUMO = -0.12632 hartree
HOMO-LUMO gap = 10.14 eV



3:
This record from OMol25 describes the ion C4H13N2 with charge +1. The level of theory is ωB97M-V with the def2-TZVPD basis set.

Structure (ORCA input):
```
! RIJCOSX wB97M-V def2-TZVPD def2/J DEFGRID3
* xyz 1 1
N 0.94 1.40 0.16
C 0.47 0.57 -1.00
C -0.67 1.32 -1.65
C -0.23 -0.77 -0.41
N 0.27 -0.96 0.97
C -0.70 -1.68 1.83
H 1.94 1.21 0.29
H 0.81 2.40 -0.01
H 0.49 1.04 1.02
H 1.28 0.27 -1.66
H -1.55 1.22 -1.03
H -0.96 0.78 -2.57
H -0.54 2.33 -2.03
H -1.29 -0.58 -0.25
H 0.18 -1.60 -0.99
H 1.13 -1.48 1.06
H -1.00 -1.16 2.75
H -1.67 -1.82 1.34
H -0.44 -2.71 2.10
*
```

Values from the calculation:
LUMO = -0.11939 hartree
Structure (SMILES) = CNC[C@@H](C)[NH3+]
HOMO-LUMO gap = 10.33 eV



4:
This record from OMol25 describes a cluster of 2 separate species, C4H13N2 in total. The level of theory is ωB97M-V with the def2-TZVPD basis set.

Structure (ORCA input):
```
! RIJCOSX wB97M-V def2-TZVPD def2/J DEFGRID3
* xyz 1 1
N -1.91 0.86 -1.35
C -1.64 -0.50 0.98
C -0.44 0.35 1.42
N 0.63 0.51 0.29
C 1.18 -0.69 -0.16
C 2.54 -0.57 -0.79
H -1.81 0.59 -2.29
H -2.66 1.51 -1.62
H -2.17 0.14 -0.49
H -1.64 -1.53 1.26
H -2.54 -0.10 1.45
H -0.66 1.38 1.69
H 0.21 -0.06 2.26
H -0.04 0.79 -0.47
H 1.23 -1.41 0.60
H 0.48 -1.02 -0.85
H 2.41 -0.11 -1.83
H 3.22 -1.45 -0.79
H 3.07 0.18 -0.14
*
```

Values from the calculation:
LUMO = -0.31940 hartree
HOMO-LUMO gap = 5.44 eV



Which one sits at the top of the stability order? 3 does.



1:
This record from OMol25 describes a cluster of 2 separate species, C4H13N2 in total. The level of theory is ωB97M-V with the def2-TZVPD basis set.

Structure (ORCA input):
```
! RIJCOSX wB97M-V def2-TZVPD def2/J DEFGRID3
* xyz 1 1
C 0.32 -1.16 1.00
C 0.77 0.28 0.80
C 2.16 0.64 1.27
H 0.94 -1.86 0.34
H -0.82 -1.23 0.92
H 0.46 -1.45 2.07
H 0.04 0.93 1.31
H 0.73 0.48 -0.30
H 2.30 1.71 1.00
H 2.19 0.54 2.36
H 2.94 -0.03 0.78
N -0.93 -0.85 -1.77
C -1.71 0.21 -1.79
N -2.03 1.02 -0.78
H -0.41 -1.15 -0.95
H -0.93 -1.45 -2.56
H -2.11 0.42 -2.79
H -2.34 1.98 -1.04
H -1.58 0.96 0.14
*
```

Values from the calculation:
LUMO = -0.13888 hartree
HOMO-LUMO gap = 11.52 eV



2:
This record from OMol25 describes a cluster of 2 separate species, C4H13N2 in total. The level of theory is ωB97M-V with the def2-TZVPD basis set.

Structure (ORCA input):
```
! RIJCOSX wB97M-V def2-TZVPD def2/J DEFGRID3
* xyz 1 1
N 2.49 -2.68 -0.66
C -2.46 0.57 -0.84
C -1.77 -0.36 0.17
N -0.68 0.12 0.87
C 0.13 1.08 0.29
C 1.33 1.44 1.21
H 2.66 -2.87 -1.64
H 3.02 -3.34 -0.09
H -2.73 1.50 -0.33
H -3.39 0.11 -1.15
H -1.92 0.88 -1.74
H -1.55 -1.30 -0.38
H -2.51 -0.68 0.91
H 2.83 -1.79 -0.31
H -0.52 1.97 0.14
H 0.42 0.81 -0.75
H 2.06 1.96 0.62
H 0.88 2.04 1.99
H 1.73 0.54 1.67
*
```

Values from the calculation:
LUMO = -0.30108 hartree
HOMO-LUMO gap = 4.83 eV



Which one sits at the top of the stability order? 1 does.